Entry 1:
This record from the OMol25 dataset describes 13 unconnected molecules or ions with the total composition C33H45Br2N13O5 in a non-equilibrium geometry. The level of theory is wB97M-V/def2-TZVPD.

The LUMO energy is -0.217 eV. The total energy comes out at -204632.18487 eV. The calculation puts the molar mass at 863.617 Da. As for the HOMO-LUMO gap: 0.285 Eh. The calculation puts the energy above the lowest of the compared OMol25 structures with the same formula, charge and spin at 0.000 eV. The total charge is 0.

Last column: Mulliken charge in e.
Geometry (Å):
C1 5.501 2.597 1.103  -0.66
C2 4.697 2.744 -0.031  -0.29
C3 3.254 2.187 -0.169  -0.70
C4 2.197 2.913 0.734  2.22
C5 0.807 2.188 0.641  -1.18
Br1 0.223 1.004 2.103  -0.13
C6 -0.055 2.276 -0.399  0.36
C7 -1.418 1.519 -0.375  -1.17
Br2 0.376 3.349 -1.959  -0.15
O1 2.623 2.559 2.087  -0.39
C8 2.233 3.597 2.951  0.31
O2 2.325 3.573 4.110  -0.50
O3 1.662 4.661 2.209  -0.25
C9 2.267 4.454 0.927  -0.47
O4 1.966 5.334 -0.158  -0.18
N1 3.163 5.549 -0.824  0.18
O5 2.973 6.104 -1.841  -0.34
H1 5.722 3.488 1.749  0.22
H2 5.921 1.625 1.449  0.26
H3 5.144 3.335 -0.873  0.31
H4 3.000 2.213 -1.264  0.31
H5 3.270 1.103 0.137  0.48
H6 -1.263 0.407 -0.322  0.30
H7 -1.956 1.792 0.571  0.19
H8 -2.061 1.743 -1.253  0.48
H9 3.349 4.680 1.136  0.74
C10 2.076 -2.146 4.545  -0.90
C11 1.126 -2.321 3.452  0.38
N2 0.372 -2.459 2.595  -0.39
H10 3.091 -1.999 4.175  0.27
H11 1.824 -1.278 5.158  0.30
H12 2.093 -3.016 5.201  0.35
C12 -5.456 2.814 1.590  -0.87
C13 -4.952 2.251 0.342  0.49
N3 -4.556 1.807 -0.641  -0.43
H13 -5.481 2.066 2.383  0.24
H14 -4.834 3.639 1.939  0.30
H15 -6.470 3.198 1.475  0.32
C14 2.223 9.236 1.699  -1.01
C15 1.880 7.829 1.892  0.53
N4 1.612 6.719 2.044  -0.39
H16 2.653 9.409 0.712  0.27
H17 1.344 9.876 1.790  0.28
H18 2.951 9.574 2.437  0.28
C16 1.951 -6.641 2.908  -0.63
C17 2.673 -5.810 3.868  0.26
N5 3.242 -5.153 4.620  -0.49
H19 0.910 -6.331 2.816  0.25
H20 2.398 -6.580 1.913  0.18
H21 1.954 -7.687 3.202  0.41
C18 0.951 6.281 -4.862  0.15
C19 0.327 5.483 -5.914  0.30
N6 -0.164 4.857 -6.742  -0.41
H22 1.160 5.682 -3.973  -0.17
H23 1.898 6.711 -5.192  -0.19
H24 0.309 7.107 -4.551  0.28
C20 0.331 -8.166 -0.471  -0.25
C21 0.495 -8.633 0.900  0.41
N7 0.624 -8.991 1.986  -0.58
H25 -0.678 -8.342 -0.836  -0.02
H26 0.523 -7.105 -0.556  0.16
H27 1.015 -8.674 -1.152  0.33
C22 1.911 -5.188 -3.408  -0.82
C23 2.069 -5.657 -2.037  0.56
N8 2.194 -6.028 -0.958  -0.50
H28 0.899 -5.363 -3.774  0.17
H29 2.108 -4.118 -3.489  0.29
H30 2.597 -5.699 -4.086  0.28
C24 -3.586 -1.333 0.906  -0.38
C25 -3.081 -1.892 -0.343  0.33
N9 -2.684 -2.331 -1.327  -0.54
H31 -3.608 -2.081 1.700  0.31
H32 -2.963 -0.508 1.255  0.08
H33 -4.600 -0.949 0.792  0.13
C26 -3.673 -8.056 1.556  -0.83
C27 -3.166 -8.610 0.305  0.46
N10 -2.768 -9.047 -0.679  -0.47
H34 -3.694 -8.809 2.345  0.28
H35 -3.050 -7.232 1.908  0.24
H36 -4.688 -7.674 1.441  0.32
C28 -6.422 -2.660 3.574  -0.94
C29 -6.450 -1.365 2.902  0.47
N11 -6.473 -0.346 2.373  -0.40
H37 -6.378 -3.481 2.857  0.27
H38 -5.554 -2.750 4.229  0.28
H39 -7.311 -2.810 4.188  0.35
C30 2.286 9.779 -6.307  -0.75
C31 3.296 8.800 -5.916  0.35
N12 4.090 8.030 -5.608  -0.39
H40 2.220 9.872 -7.392  0.28
H41 1.297 9.499 -5.942  0.26
H42 2.514 10.768 -5.908  0.29
C32 -2.766 -5.160 -3.171  -0.76
C33 -1.782 -6.180 -2.823  0.41
N13 -1.009 -6.984 -2.548  -0.39
H43 -2.855 -5.043 -4.253  0.30
H44 -3.756 -5.413 -2.790  0.32
H45 -2.498 -4.185 -2.759  0.15


Entry 2:
This record from the OMol25 dataset describes a molecular structure, C33H45BrMoN7O2PS5Sb. The level of theory is wB97M-V/def2-TZVPD.

The LUMO energy is -3.431 eV. The total energy comes out at -191378.91153 eV. The calculation puts the molar mass at 1060.683 Da. As for the HOMO-LUMO gap: 0.240 Eh. The calculation puts the energy above the lowest of the compared OMol25 structures with the same formula, charge and spin at 0.000 eV. The total charge is +1.

Last column: Mulliken charge in e.
Geometry (Å):
Mo1 -1.359 1.375 0.545  -0.20
S1 -1.033 1.446 4.531  -0.22
Sb1 0.479 3.224 3.854  0.70
S2 -3.091 1.316 2.055  -0.12
S3 -2.738 2.360 3.823  -0.16
S4 2.444 2.207 3.881  -0.50
C1 -4.405 -0.912 -2.665  -0.80
C2 -3.117 -1.377 -2.435  -0.86
C3 -2.337 -0.754 -1.485  0.23
N1 -2.779 0.280 -0.743  1.00
C4 -4.032 0.708 -0.955  -0.51
C5 -4.866 0.148 -1.907  -1.03
H1 -5.034 -1.371 -3.415  0.49
H2 -2.709 -2.209 -2.992  0.59
H3 -1.325 -1.086 -1.291  -0.11
H4 -4.375 1.519 -0.324  0.36
H5 -5.863 0.544 -2.034  0.51
N2 -0.259 0.031 0.777  1.23
P1 0.494 -1.385 1.055  -2.37
N3 1.632 -1.413 2.210  0.94
C6 1.264 -1.387 3.640  -0.08
C7 2.195 -2.290 4.434  -0.79
C8 3.648 -1.879 4.216  -0.71
C9 3.979 -1.886 2.726  -1.05
C10 3.019 -0.985 1.965  0.33
N4 -0.619 -2.491 1.499  1.13
C11 -0.267 -3.806 2.052  -1.02
C12 -0.851 -4.920 1.169  -1.11
C13 -2.064 -4.401 0.392  -0.15
C14 -2.880 -3.467 1.277  -1.10
C15 -2.057 -2.223 1.660  0.78
N5 1.191 -1.729 -0.400  0.97
C16 1.770 -3.055 -0.642  -0.60
C17 1.464 -3.494 -2.067  -0.61
C18 1.994 -2.471 -3.067  -1.17
C19 1.455 -1.078 -2.749  -0.56
C20 1.747 -0.712 -1.299  0.82
H6 0.220 -1.682 3.746  0.39
H7 1.355 -0.357 3.994  -0.05
H8 2.054 -3.331 4.123  0.23
H9 1.929 -2.228 5.491  0.37
H10 4.322 -2.539 4.762  0.46
H11 3.796 -0.869 4.609  0.25
H12 3.899 -2.906 2.333  0.29
H13 5.001 -1.547 2.552  0.38
H14 3.220 -1.011 0.896  -0.08
H15 3.130 0.051 2.300  -0.08
H16 -0.685 -3.859 3.063  0.70
H17 0.813 -3.890 2.159  0.32
H18 -1.144 -5.756 1.807  0.42
H19 -0.099 -5.304 0.477  0.43
H20 -2.673 -5.232 0.038  0.52
H21 -1.725 -3.854 -0.494  -0.20
H22 -3.187 -4.005 2.177  0.38
H23 -3.796 -3.150 0.777  0.48
H24 -2.250 -1.932 2.698  0.26
H25 -2.333 -1.378 1.043  -0.75
H26 1.369 -3.768 0.075  0.25
H27 2.856 -3.009 -0.486  0.26
H28 0.378 -3.591 -2.171  0.13
H29 1.899 -4.478 -2.249  0.42
H30 1.739 -2.759 -4.087  0.47
H31 3.087 -2.449 -3.009  0.34
H32 0.373 -1.051 -2.921  0.18
H33 1.911 -0.333 -3.406  0.50
H34 1.332 0.259 -1.033  -1.13
H35 2.833 -0.643 -1.156  0.47
N6 -3.059 5.319 -5.033  -0.35
C21 -2.701 4.027 -5.002  -0.17
S5 -2.867 2.990 -6.258  -0.30
C22 -2.176 3.552 -3.687  0.76
C23 -2.723 3.982 -2.486  -0.93
C24 -2.236 3.458 -1.302  -0.15
N7 -1.263 2.541 -1.267  0.43
C25 -0.717 2.139 -2.428  -1.08
C26 -1.139 2.620 -3.643  -0.62
H36 -3.413 5.698 -5.896  0.23
H37 -2.788 5.962 -4.307  0.22
H38 -3.536 4.693 -2.449  0.51
H39 -2.626 3.793 -0.347  0.61
H40 0.073 1.402 -2.361  0.35
H41 -0.692 2.264 -4.561  0.55
Br1 4.532 1.718 -0.341  -0.13
C27 3.487 3.250 0.050  -0.35
C28 4.086 4.498 0.005  -0.48
C29 3.320 5.626 0.264  -0.73
C30 1.969 5.503 0.545  -0.74
C31 1.389 4.241 0.608  -0.26
C32 2.152 3.102 0.376  0.54
C33 -0.077 4.133 0.881  0.40
O1 -0.840 5.025 0.586  -0.65
O2 -0.478 3.010 1.475  0.24
H42 5.138 4.587 -0.229  0.44
H43 3.783 6.603 0.235  0.42
H44 1.352 6.374 0.717  0.50
H45 1.710 2.117 0.457  0.90


Entry 3:
This record from the OMol25 dataset describes a molecular structure, C33H45N4O4STeTi. The level of theory is wB97M-V/def2-TZVPD.

The LUMO energy (spin up / spin down) is 0.299 / 0.251 eV. As for the multiplicity: 2. The total energy comes out at -90345.35259 eV. The calculation puts the molar mass at 769.281 Da. The expectation value of S² is 0.758. As for the HOMO-LUMO gap (spin up / spin down): 0.256 / 0.255 Eh. The calculation puts the energy above the lowest of the compared OMol25 structures with the same formula, charge and spin at 0.677 eV. The total charge is 0.

Last column: Mulliken spin population.
Geometry (Å):
Ti1 -0.182 2.492 0.337  0.97
C1 -1.365 0.683 5.149  0.00
O1 -0.593 0.744 3.974  0.00
C2 0.743 1.102 4.199  0.00
C3 1.430 1.199 2.854  0.01
O2 1.174 2.459 2.215  0.00
C4 2.124 3.463 2.538  0.00
H1 -0.971 -0.065 5.848  0.00
H2 -2.373 0.405 4.850  0.00
H3 -1.391 1.655 5.659  0.00
H4 1.253 0.358 4.829  0.00
H5 0.798 2.069 4.723  0.00
H6 1.022 0.431 2.197  0.01
H7 2.511 1.065 2.954  0.00
H8 2.182 3.600 3.621  0.00
H9 1.789 4.385 2.073  0.00
H10 3.110 3.188 2.152  0.00
O3 0.177 4.583 0.284  0.00
N1 0.967 5.026 -0.700  -0.01
C5 1.007 6.375 -0.839  0.01
C6 1.804 6.977 -1.765  0.00
C7 2.604 6.162 -2.577  0.01
C8 2.577 4.808 -2.401  0.00
C9 1.764 4.192 -1.423  0.01
S1 1.841 2.504 -1.143  -0.02
H11 0.346 6.890 -0.160  0.00
H12 1.801 8.052 -1.853  0.00
H13 3.244 6.600 -3.331  0.00
H14 3.192 4.149 -2.996  0.00
C10 -3.372 1.492 -4.243  0.00
N2 -2.789 2.278 -3.172  0.00
C11 -3.177 3.537 -2.782  0.00
C12 -2.391 3.857 -1.720  0.01
N3 -1.539 2.814 -1.457  -0.01
C13 -1.808 1.879 -2.341  0.03
H15 -3.387 2.071 -5.165  0.00
H16 -4.387 1.190 -3.986  0.00
H17 -2.763 0.605 -4.389  0.00
H18 -3.957 4.076 -3.292  0.00
H19 -2.374 4.757 -1.129  0.00
H20 -1.323 0.917 -2.408  0.00
C14 -2.301 2.785 1.980  0.03
C15 -2.173 1.299 1.556  0.01
O4 -3.100 0.546 1.848  -0.01
N4 -1.047 1.021 0.889  -0.06
Te1 -0.484 -1.881 1.146  0.00
C16 -0.407 -1.760 -0.969  0.01
C17 0.810 -1.581 -1.638  0.00
C18 2.100 -1.347 -0.901  0.00
C19 0.829 -1.595 -3.032  0.00
C20 -0.321 -1.811 -3.777  0.00
C21 -0.282 -1.857 -5.281  0.00
C22 -1.520 -1.965 -3.092  0.00
C23 -1.592 -1.908 -1.702  0.00
C24 -2.943 -1.995 -1.041  0.00
C25 0.509 -3.771 1.331  0.00
C26 -0.032 -4.940 0.769  0.00
C27 -1.281 -4.906 -0.069  0.00
C28 0.593 -6.165 0.979  0.00
C29 1.745 -6.276 1.746  0.00
C30 2.398 -7.609 1.988  0.00
C31 2.267 -5.118 2.298  0.00
C32 1.675 -3.870 2.108  0.00
C33 2.376 -2.697 2.755  0.00
H21 -2.559 2.814 3.038  0.00
H22 -3.088 3.276 1.409  0.00
H23 -1.367 3.381 1.907  0.00
H24 2.051 -0.417 -0.327  0.00
H25 2.935 -1.278 -1.599  0.00
H26 2.307 -2.148 -0.190  0.00
H27 1.775 -1.454 -3.543  0.00
H28 0.734 -2.014 -5.644  0.00
H29 -0.645 -0.922 -5.716  0.00
H30 -0.908 -2.663 -5.666  0.00
H31 -2.433 -2.141 -3.653  0.00
H32 -3.732 -1.823 -1.777  0.00
H33 -3.049 -1.267 -0.235  0.00
H34 -3.108 -2.982 -0.600  0.00
H35 -2.097 -4.428 0.476  0.00
H36 -1.589 -5.915 -0.347  0.00
H37 -1.128 -4.331 -0.984  0.00
H38 0.162 -7.057 0.536  0.00
H39 1.914 -8.397 1.411  0.00
H40 2.344 -7.886 3.043  0.00
H41 3.454 -7.588 1.712  0.00
H42 3.168 -5.179 2.902  0.00
H43 3.273 -2.431 2.188  0.00
H44 2.697 -2.963 3.764  0.00
H45 1.752 -1.811 2.816  0.00


Entry 4:
This record from the OMol25 dataset describes 5 unconnected molecules or ions with the total composition C33H45N4O7PS in a non-equilibrium geometry. The level of theory is wB97M-V/def2-TZVPD.

The LUMO energy is 0.257 eV. The total energy comes out at -75362.17310 eV. The calculation puts the molar mass at 672.785 Da. As for the HOMO-LUMO gap: 0.317 Eh. The total charge is 0. The SMILES is C=C[C@]1(P(C)O)OS(=O)(=O)O[C@]1(CCCCCCC)COO.c1ccncc1.c1ccncc1.c1ccncc1.c1ccncc1.

Last column: Mulliken charge in e.
Geometry (Å):
C1 5.411 0.095 1.238  -1.02
C2 4.219 0.345 0.651  -0.67
C3 3.203 -0.720 0.398  1.54
P1 3.404 -2.150 1.632  -0.32
C4 4.776 -3.134 0.932  -1.04
O1 2.083 -3.089 1.335  -0.20
O2 3.579 -1.324 -0.925  -0.50
S1 2.329 -1.905 -1.693  0.98
O3 2.373 -3.326 -1.699  -0.57
O4 2.105 -1.271 -2.950  -0.68
O5 1.216 -1.345 -0.691  -0.13
C5 1.741 -0.286 0.155  1.86
C6 0.939 -0.246 1.459  -1.16
C7 -0.018 0.939 1.663  -0.66
C8 -1.513 0.570 1.696  -1.41
C9 -2.040 -0.146 0.441  -0.03
C10 -2.030 -1.681 0.472  -0.20
C11 -2.431 -2.319 1.807  -0.35
C12 -2.785 -3.792 1.608  -1.18
C13 1.758 0.981 -0.696  -2.14
O6 0.540 1.079 -1.393  -0.18
O7 0.483 2.446 -1.811  -0.48
H1 6.304 0.581 0.860  0.27
H2 5.511 -0.530 2.118  0.42
H3 4.027 1.375 0.368  0.32
H4 5.639 -2.514 0.703  0.40
H5 4.486 -3.640 0.009  0.23
H6 5.084 -3.880 1.662  0.39
H7 2.134 -3.902 1.850  0.35
H8 1.644 -0.288 2.290  0.60
H9 0.384 -1.179 1.516  0.40
H10 0.115 1.761 0.966  0.15
H11 0.199 1.347 2.651  0.47
H12 -2.032 1.531 1.741  0.45
H13 -1.752 0.061 2.629  0.47
H14 -3.032 0.228 0.191  0.28
H15 -1.391 0.160 -0.381  -0.01
H16 -1.081 -2.114 0.158  -0.34
H17 -2.765 -2.017 -0.266  0.71
H18 -1.565 -2.254 2.471  0.27
H19 -3.250 -1.772 2.276  0.32
H20 -3.586 -3.842 0.869  0.37
H21 -3.100 -4.269 2.532  0.38
H22 -1.937 -4.310 1.163  0.10
H23 2.577 0.990 -1.419  0.70
H24 1.882 1.857 -0.055  0.46
H25 -0.309 2.455 -2.363  0.28
C14 3.158 -7.243 -0.313  -0.51
C15 3.024 -8.164 0.715  -0.31
C16 1.991 -7.991 1.623  -0.35
N1 1.117 -6.987 1.566  -0.53
C17 1.261 -6.112 0.571  -0.28
C18 2.258 -6.192 -0.391  -0.18
H26 3.952 -7.342 -1.042  0.41
H27 3.705 -8.998 0.813  0.37
H28 1.849 -8.690 2.440  0.36
H29 0.539 -5.302 0.548  0.51
H30 2.323 -5.450 -1.172  0.54
C19 -2.464 5.155 -6.332  -0.04
C20 -2.376 5.817 -5.119  -0.66
C21 -2.398 5.065 -3.955  -0.15
N2 -2.503 3.736 -3.934  -0.29
C22 -2.590 3.116 -5.111  -0.11
C23 -2.573 3.774 -6.331  -0.73
H31 -2.449 5.706 -7.263  0.37
H32 -2.291 6.894 -5.073  0.38
H33 -2.329 5.543 -2.984  0.42
H34 -2.677 2.036 -5.066  0.43
H35 -2.644 3.217 -7.255  0.39
C24 2.708 5.511 4.670  -0.18
C25 2.045 5.553 3.454  -0.76
C26 1.947 4.381 2.719  0.00
N3 2.457 3.217 3.114  -0.13
C27 3.092 3.195 4.284  -0.12
C28 3.243 4.307 5.097  -0.66
H36 2.806 6.404 5.275  0.37
H37 1.613 6.471 3.082  0.37
H38 1.433 4.368 1.763  0.37
H39 3.498 2.233 4.579  0.38
H40 3.767 4.230 6.040  0.37
C29 -7.314 2.162 -2.452  -0.40
C30 -6.067 2.568 -2.898  -0.39
C31 -4.989 2.461 -2.032  -0.27
N4 -5.087 1.992 -0.787  -0.31
C32 -6.294 1.608 -0.375  -0.28
C33 -7.433 1.670 -1.163  -0.40
H41 -8.180 2.228 -3.099  0.36
H42 -5.929 2.959 -3.898  0.40
H43 -3.996 2.765 -2.344  0.58
H44 -6.344 1.232 0.641  0.36
H45 -8.388 1.342 -0.774  0.37